Density functional theory data (ωB97M-V/def2-TZVPD) for a molecular structure, C30H48P2Ti.

Its orbital gap (spin up / spin down) is 0.18077 / 0.17761 Eh. For the energy above the lowest of the compared OMol25 structures with the same formula, charge and spin, the calculation gives 9.588 eV. The value obtained for the total energy is -73565.310 eV. The LUMO energy (spin up / spin down) comes out at -0.163 / -0.163 Eh. The spin multiplicity is 2. As for the expectation value of S²: 0.769. Its charge is +1.

```
81
C30H48P2Ti ωB97M-V/def2-TZVPD
Ti 1.005 0.108 -0.725
P 1.056 2.698 -0.985
P -0.053 -2.699 -0.180
C 0.802 -0.812 2.450
C -2.736 -0.542 2.633
C 1.663 3.922 0.175
C -3.095 0.580 0.645
C 2.390 -1.498 -0.387
C -3.640 0.841 -0.700
C -1.561 1.310 3.980
C 2.339 -1.128 -3.505
C -0.394 -3.996 1.067
C 3.046 0.225 -3.362
C 3.434 -0.021 3.239
C 2.108 2.464 -2.383
C -0.708 2.846 -1.547
C 0.919 -0.958 -2.907
C -0.892 -3.307 -1.613
C 1.799 -2.879 -0.538
C 2.620 1.059 -2.138
C -2.166 0.750 2.756
C -2.055 2.874 1.449
C 1.539 0.105 1.678
C -2.913 -1.470 3.773
C 2.668 -0.938 4.035
C -3.632 -1.970 0.698
C -3.184 -0.693 1.280
C 0.262 1.331 -3.908
C 1.339 -1.265 3.686
C 1.028 2.635 -3.542
C 0.185 0.233 -2.765
C -2.506 1.480 1.580
C 2.807 0.614 2.123
H 2.876 -1.928 -2.957
H 2.792 0.851 -4.231
H -0.936 2.926 1.424
H -0.001 -4.931 0.657
H 0.097 -3.808 2.026
H -3.350 0.045 -1.402
H -3.604 -1.026 4.512
H 1.523 3.000 -4.412
H -0.854 0.079 -2.415
H 3.132 -1.534 4.822
H 2.242 -3.641 0.162
H -3.539 -1.954 -0.390
H -4.694 -2.181 0.895
H 0.622 0.912 -4.859
H -2.390 3.433 2.341
H 3.358 1.387 1.530
H -4.745 0.921 -0.640
H 2.924 3.169 -2.552
H -0.500 0.988 4.024
H -0.192 -1.199 2.127
H 3.460 -1.460 -0.298
H -3.377 -2.408 3.438
H 0.320 3.456 -3.322
H 2.220 -1.489 -4.555
H 4.524 0.134 3.443
H 0.456 -1.977 -3.034
H -1.211 3.713 -1.215
H -3.285 1.768 -1.133
H -1.483 -4.088 1.217
H -0.292 -4.097 -2.057
H -1.855 -3.685 -1.253
H 2.311 -0.981 -1.364
H 0.693 -1.978 4.237
H 3.090 0.651 -1.150
H -1.638 2.408 3.937
H 2.480 4.339 -0.460
H 4.155 0.130 -3.375
H -3.000 -2.787 1.084
H -2.494 3.308 0.546
H 0.861 4.620 0.434
H -1.263 1.931 -1.292
H 1.848 -3.301 -1.564
H -0.732 2.711 -2.658
H -2.139 0.988 4.864
H 1.935 3.355 1.058
H -1.067 -2.521 -2.344
H -1.956 -1.654 4.292
H -0.796 1.506 -4.200
```